# C55H31F17GeN4PdS4

A molecular structure, C55H31F17GeN4PdS4 (ωB97M-V/def2-TZVPD, the OMol25 dataset).

Structure (ORCA input):
```
! RIJCOSX wB97M-V def2-TZVPD def2/J DEFGRID3
* xyz 0 1
Pd -0.034 0.207 0.369
N 1.641 -0.260 -0.951
S 1.819 -1.485 -1.728
N 2.177 -2.871 -0.884
S 1.420 -4.153 -0.486
N 0.023 -4.172 0.167
S -0.537 -2.971 1.182
N -1.087 -1.787 0.533
C 0.778 -2.834 2.430
C 0.852 -3.777 3.447
C 1.853 -3.666 4.400
C 2.771 -2.626 4.324
C 2.696 -1.700 3.296
C 1.694 -1.802 2.342
C -1.793 -3.924 2.044
C -1.925 -5.299 1.948
C -2.985 -5.919 2.595
C -3.890 -5.166 3.328
C -3.742 -3.787 3.419
C -2.692 -3.159 2.772
C 1.219 -5.298 -1.826
C 2.346 -5.682 -2.542
C 2.199 -6.559 -3.600
C 0.939 -7.049 -3.929
C -0.177 -6.656 -3.202
C -0.043 -5.775 -2.144
C 2.595 -4.953 0.588
C 3.797 -4.343 0.910
C 4.653 -4.988 1.789
C 4.308 -6.221 2.323
C 3.097 -6.817 1.992
C 2.230 -6.182 1.123
C 3.305 -1.327 -2.722
C 4.328 -2.260 -2.703
C 5.488 -2.010 -3.424
C 5.610 -0.836 -4.152
C 4.585 0.103 -4.143
C 3.427 -0.136 -3.422
C 0.599 -2.017 -2.947
C -0.725 -1.653 -2.775
C -1.666 -2.120 -3.682
C -1.274 -2.912 -4.752
C 0.065 -3.237 -4.932
C 1.011 -2.795 -4.021
H 0.124 -4.576 3.503
H 1.905 -4.387 5.206
H 3.546 -2.538 5.075
H 3.408 -0.888 3.223
H 1.660 -1.084 1.538
H -1.214 -5.871 1.367
H -3.108 -6.992 2.519
H -4.717 -5.653 3.828
H -4.453 -3.199 3.984
H -2.563 -2.083 2.803
H 3.321 -5.295 -2.269
H 3.066 -6.863 -4.171
H 0.829 -7.742 -4.752
H -1.158 -7.029 -3.466
H -0.891 -5.434 -1.565
H 4.025 -3.374 0.489
H 5.589 -4.518 2.063
H 4.985 -6.720 3.003
H 2.829 -7.775 2.418
H 1.274 -6.618 0.858
H 4.213 -3.162 -2.117
H 6.299 -2.725 -3.399
H 6.507 -0.649 -4.728
H 4.698 1.035 -4.681
H 2.625 0.591 -3.379
H -1.010 -1.031 -1.940
H -2.706 -1.855 -3.545
H -2.012 -3.270 -5.459
H 0.376 -3.838 -5.777
H 2.059 -3.036 -4.156
F 5.073 2.465 3.380
C 4.196 2.206 4.360
C 2.872 2.594 4.248
C 2.079 2.372 5.367
F 0.811 2.801 5.351
C 2.535 1.739 6.506
F 1.738 1.536 7.555
C 3.849 1.303 6.548
F 4.304 0.648 7.614
C 4.690 1.564 5.484
F 5.973 1.191 5.545
Ge 1.851 3.110 2.587
S 0.386 1.578 2.400
C 3.222 3.385 1.154
C 3.566 4.601 0.591
F 2.874 5.707 0.890
C 4.628 4.725 -0.289
F 4.946 5.910 -0.815
C 5.367 3.605 -0.625
F 6.401 3.717 -1.453
C 5.022 2.366 -0.110
F 5.735 1.287 -0.445
C 3.950 2.277 0.753
F 3.627 1.078 1.257
C 1.110 4.920 2.995
C 1.678 5.776 3.921
F 2.841 5.454 4.507
C 1.102 6.988 4.256
F 1.673 7.797 5.151
C -0.081 7.367 3.646
F -0.649 8.527 3.959
C -0.666 6.544 2.698
F -1.794 6.924 2.096
C -0.059 5.342 2.386
F -0.615 4.578 1.436
F -2.335 1.016 -0.840
C -1.171 1.623 -0.502
F -0.536 1.923 -1.666
H -1.386 2.544 0.033
*
```

## Properties
Relative energy (zero: lowest compared OMol25 entry of this formula, charge and spin)   137.0 kJ/mol

=====

# C55H35N6O2PtS

A molecular structure, C55H35N6O2PtS (ωB97M-V/def2-TZVPD, the OMol25 dataset).

Structure (ORCA input):
```
! RIJCOSX wB97M-V def2-TZVPD def2/J DEFGRID3
* xyz 1 1
Pt 0.076 0.409 -0.252
C 6.492 -3.400 -2.116
C 5.750 -3.688 -0.979
C 4.607 -2.957 -0.691
C 4.191 -1.938 -1.543
C 4.941 -1.653 -2.681
C 6.086 -2.381 -2.966
C 2.964 -1.155 -1.219
C 1.846 -1.295 -2.033
C 1.791 -2.051 -3.253
C 0.592 -1.808 -3.827
C -0.141 -0.944 -2.944
C -1.465 -0.570 -3.132
C -2.129 -0.988 -4.401
C -2.869 -2.167 -4.433
C -3.478 -2.573 -5.612
C -3.351 -1.806 -6.762
C -2.613 -0.631 -6.733
C -2.001 -0.224 -5.555
C -2.244 0.033 -2.153
N -1.827 0.437 -0.917
C -2.928 0.824 -0.203
C -2.932 1.367 1.077
C -4.252 1.647 1.709
C -5.048 0.589 2.142
C -6.281 0.835 2.728
C -6.732 2.138 2.880
C -5.946 3.196 2.446
C -4.711 2.952 1.863
C -1.773 1.719 1.766
C -1.729 2.438 3.006
C -0.428 2.704 3.273
C 0.356 2.114 2.229
N -0.491 1.530 1.327
C 1.745 2.064 2.216
C 2.486 1.260 1.360
C 3.904 1.053 1.446
C 4.230 0.094 0.550
C 3.026 -0.274 -0.141
N 1.992 0.456 0.369
C 2.467 2.808 3.287
C 3.013 2.115 4.363
C 3.666 2.803 5.375
C 3.780 4.185 5.318
C 3.235 4.881 4.247
C 2.576 4.194 3.237
C -4.087 0.678 -1.039
C -3.665 0.217 -2.239
N 0.650 -0.647 -1.871
H 7.385 -3.968 -2.338
H 6.060 -4.484 -0.315
H 4.024 -3.182 0.194
H 4.626 -0.854 -3.343
H 6.664 -2.149 -3.851
H 2.584 -2.681 -3.619
H 0.205 -2.202 -4.752
H -2.957 -2.761 -3.531
H -4.051 -3.491 -5.633
H -3.826 -2.124 -7.681
H -2.512 -0.031 -7.627
H -1.422 0.692 -5.530
H -4.692 -0.427 2.025
H -6.889 0.006 3.066
H -7.694 2.329 3.335
H -6.296 4.214 2.558
H -4.100 3.778 1.521
H -2.593 2.704 3.591
H -0.020 3.223 4.124
H 4.556 1.574 2.126
H 5.203 -0.320 0.344
H 2.910 1.037 4.406
H 4.083 2.259 6.212
H 4.290 4.720 6.108
H 3.323 5.958 4.199
H 2.149 4.734 2.400
H -5.091 0.925 -0.737
H -4.256 -0.001 -3.113
O -1.494 -2.468 -0.790
C -1.001 -2.364 0.306
N -0.268 -1.271 0.785
C 0.171 -1.503 2.092
O 0.836 -0.757 2.768
C -0.338 -2.851 2.480
C -0.195 -3.549 3.661
C -0.791 -4.805 3.729
C -1.497 -5.328 2.648
C -1.632 -4.612 1.462
C -1.040 -3.368 1.410
H 0.358 -3.133 4.493
H -0.706 -5.389 4.636
H -1.946 -6.308 2.737
H -2.177 -5.008 0.615
S 0.164 4.473 -2.240
C 1.596 3.618 -2.611
C 1.570 2.390 -2.046
N 0.429 2.152 -1.316
C -0.398 3.169 -1.330
H 2.372 4.050 -3.221
H 2.330 1.627 -2.109
H -1.346 3.162 -0.814
*
```

## Properties
Relative energy (zero: lowest compared OMol25 entry of this formula, charge and spin)   0.0 kJ/mol

=====

# C55H37BiN11O4PS

A molecular structure, C55H37BiN11O4PS (ωB97M-V/def2-TZVPD, the OMol25 dataset).

Structure (ORCA input):
```
! RIJCOSX wB97M-V def2-TZVPD def2/J DEFGRID3
* xyz 0 1
Bi -0.311 -0.261 -0.008
C -1.121 3.821 -5.096
C -2.423 3.952 -4.603
C -2.931 3.059 -3.672
C -2.098 2.036 -3.256
C -2.267 1.001 -2.237
N -1.105 0.282 -2.124
C -0.209 0.767 -3.040
N 0.956 0.253 -3.356
C 1.451 -0.829 -2.748
C 2.518 -1.637 -3.317
C 3.198 -1.561 -4.526
C 4.121 -2.554 -4.804
C 4.353 -3.602 -3.902
C 3.662 -3.686 -2.706
C 2.738 -2.687 -2.425
C 1.796 -2.506 -1.333
N 1.682 -3.351 -0.325
C 0.666 -3.340 0.515
N -0.462 -2.566 0.465
C -1.321 -2.981 1.446
N -2.549 -2.557 1.671
C -3.128 -1.610 0.951
N -2.555 -0.824 -0.016
C -3.516 -0.045 -0.583
N -3.385 0.820 -1.583
C -4.784 -0.311 0.072
C -6.054 0.220 -0.115
C -7.069 -0.253 0.696
C -6.827 -1.243 1.662
C -5.564 -1.778 1.840
C -4.541 -1.287 1.039
C -0.691 -4.042 2.218
C -1.099 -4.759 3.336
C -0.212 -5.675 3.871
C 1.050 -5.890 3.293
C 1.444 -5.198 2.161
C 0.557 -4.265 1.636
N 1.065 -1.367 -1.567
C -0.804 1.904 -3.745
C -0.291 2.792 -4.674
H -0.750 4.546 -5.810
H -3.037 4.775 -4.946
H -3.925 3.161 -3.258
H 2.999 -0.757 -5.223
H 4.666 -2.530 -5.739
H 5.076 -4.367 -4.156
H 3.824 -4.499 -2.010
H -6.230 0.978 -0.867
H -8.070 0.144 0.588
H -7.649 -1.595 2.272
H -5.371 -2.551 2.573
H -2.079 -4.601 3.768
H -0.491 -6.240 4.752
H 1.718 -6.616 3.739
H 2.406 -5.366 1.692
H 0.722 2.692 -5.039
O -2.606 3.445 0.368
S -1.377 2.839 0.809
O -1.556 1.696 1.719
O -0.439 2.436 -0.258
C -0.466 4.103 1.686
C -1.043 5.363 1.780
C -0.337 6.402 2.364
C 0.950 6.182 2.837
C 1.527 4.927 2.720
C 0.834 3.870 2.135
P 1.626 2.198 1.964
C 3.272 2.693 1.304
C 4.484 2.061 1.569
C 5.645 2.430 0.899
C 5.611 3.416 -0.072
C 4.397 4.012 -0.394
C 3.243 3.648 0.278
C 1.796 1.846 3.774
C 2.958 1.595 4.498
C 2.899 1.245 5.844
C 1.680 1.146 6.493
C 0.512 1.408 5.786
C 0.570 1.743 4.444
H -2.044 5.502 1.395
H -0.789 7.382 2.451
H 1.511 6.992 3.287
H 2.538 4.765 3.074
H 4.540 1.254 2.285
H 6.580 1.938 1.136
H 6.516 3.705 -0.590
H 4.349 4.762 -1.173
H 2.299 4.104 0.002
H 3.929 1.704 4.042
H 3.818 1.060 6.388
H 1.640 0.876 7.541
H -0.450 1.357 6.282
H -0.350 1.923 3.895
C 3.468 -2.179 3.409
N 2.091 -1.750 3.631
C 1.459 -1.971 4.809
C 0.189 -1.573 5.030
C -0.465 -0.906 3.950
N 0.144 -0.712 2.795
C 1.421 -1.104 2.590
O 2.000 -0.905 1.519
N -1.719 -0.447 4.056
H 3.678 -3.041 4.039
H 4.167 -1.375 3.639
H 3.583 -2.445 2.362
H 2.038 -2.485 5.565
H -0.301 -1.748 5.975
H -2.193 -0.454 4.939
H -2.062 0.149 3.314
*
```

## Properties
E_tot   -108185.361 eV

=====

# C55H38Cl4N6OSTi

A molecular structure, C55H38Cl4N6OSTi (ωB97M-V/def2-TZVPD, the OMol25 dataset).

Structure (ORCA input):
```
! RIJCOSX wB97M-V def2-TZVPD def2/J DEFGRID3
* xyz 0 3
Ti -0.604 -0.809 0.226
Cl 1.242 -3.586 8.821
C 0.919 -2.774 7.326
C 1.820 -1.840 6.835
C 1.565 -1.208 5.632
C 0.437 -1.529 4.875
C -0.461 -2.465 5.404
C -0.235 -3.074 6.619
C 0.187 -1.020 3.525
C 1.221 -0.888 2.580
C 2.626 -0.985 2.748
C 3.206 -0.416 1.632
C 2.157 -0.041 0.770
C 2.274 0.415 -0.602
C 2.983 1.616 -0.950
C 3.671 2.400 -0.002
C 4.229 3.614 -0.344
C 4.135 4.082 -1.647
Cl 4.868 5.585 -2.086
C 3.444 3.346 -2.601
C 2.872 2.145 -2.248
C 1.677 -0.475 -1.530
N 0.644 -1.299 -1.162
C 0.464 -2.211 -2.164
C -0.595 -3.129 -2.206
C -0.458 -4.337 -3.058
C -0.979 -4.443 -4.340
C -0.851 -5.620 -5.059
C -0.200 -6.701 -4.488
Cl -0.084 -8.192 -5.359
C 0.358 -6.604 -3.224
C 0.233 -5.421 -2.521
C -1.764 -2.958 -1.463
C -2.989 -3.668 -1.647
C -3.934 -3.051 -0.885
C -3.279 -2.003 -0.167
N -1.965 -1.945 -0.550
C -3.825 -1.323 0.936
C -2.993 -0.781 1.938
C -3.370 -0.409 3.264
C -2.232 -0.436 4.023
C -1.149 -0.754 3.157
N -1.620 -0.859 1.871
C -5.271 -1.464 1.198
C -6.213 -1.058 0.252
C -7.568 -1.150 0.511
C -8.000 -1.660 1.726
Cl -9.698 -1.732 2.061
C -7.086 -2.129 2.656
C -5.734 -2.032 2.385
C 1.422 -1.980 -3.186
C 2.146 -0.879 -2.816
N 0.960 -0.370 1.321
H 2.718 -1.615 7.390
H 2.250 -0.451 5.284
H -1.331 -2.741 4.828
H -0.942 -3.794 7.005
H 3.142 -1.438 3.568
H 4.253 -0.326 1.407
H 3.760 2.060 1.018
H 4.742 4.205 0.400
H 3.339 3.728 -3.604
H 2.290 1.607 -2.974
H -1.490 -3.602 -4.786
H -1.260 -5.704 -6.054
H 0.877 -7.449 -2.794
H 0.669 -5.339 -1.534
H -3.113 -4.515 -2.292
H -4.969 -3.309 -0.782
H -4.365 -0.181 3.599
H -2.146 -0.230 5.071
H -5.880 -0.667 -0.700
H -8.296 -0.824 -0.219
H -7.432 -2.570 3.577
H -5.021 -2.427 3.092
H 1.505 -2.545 -4.092
H 2.978 -0.457 -3.345
C 2.152 2.472 3.435
C 1.184 3.491 2.850
C -0.196 2.917 2.536
N -0.266 2.430 1.171
C -1.352 2.014 0.517
S -1.189 1.202 -0.987
N -2.642 2.294 0.888
C -3.175 3.449 1.464
O -2.479 4.406 1.747
C -4.632 3.430 1.668
C -5.223 4.649 2.011
C -6.584 4.742 2.215
C -7.379 3.615 2.081
C -6.800 2.394 1.765
C -5.436 2.295 1.559
H 3.107 2.948 3.652
H 2.322 1.653 2.746
H 1.754 2.064 4.362
H 1.601 3.922 1.938
H 1.059 4.302 3.569
H -0.937 3.712 2.647
H -0.455 2.099 3.220
H 0.616 2.154 0.743
H -3.311 1.719 0.384
H -4.588 5.517 2.097
H -7.020 5.695 2.471
H -8.446 3.689 2.219
H -7.413 1.510 1.680
H -5.013 1.326 1.345
*
```

## Properties
Expectation value of S²   2.16
Relative energy (zero: lowest compared OMol25 entry of this formula, charge and spin)   124.8 kJ/mol